Entry 1:
ORCA calculation (wB97M-V/def2-TZVPD) on a structure of composition C6H18FeN4O.

Results
Gap between HOMO and LUMO (alpha / beta), eV: 11.023 / 9.931
Net charge: +2
Multiplicity: 5
HOMO (alpha / beta), eV: -17.1 / -16.8
Total energy, Eh: -1796.9219

Geometry (Å):
Fe1 -0.34 0.15 0.21
N1 0.10 -0.27 2.27
C1 1.54 0.06 2.50
C2 2.34 -0.46 1.32
N2 1.78 -0.01 0.01
C3 2.31 1.29 -0.49
C4 1.50 2.47 0.02
N3 0.07 2.21 -0.27
H1 -0.03 -1.26 2.44
H2 -0.49 0.20 2.94
H3 1.63 1.14 2.61
H4 1.91 -0.39 3.42
H5 3.39 -0.18 1.40
H6 2.30 -1.56 1.32
H7 2.04 -0.72 -0.68
H8 3.36 1.40 -0.23
H9 2.25 1.27 -1.58
H10 1.61 2.61 1.10
H11 1.84 3.38 -0.45
H12 -0.54 2.88 0.19
H13 -0.09 2.34 -1.27
C5 -4.38 0.92 -0.11
C6 -3.46 -0.25 -0.10
N4 -3.95 -1.46 -0.24
O1 -2.22 -0.08 0.05
H14 -5.41 0.64 -0.31
H15 -4.05 1.62 -0.87
H16 -4.33 1.42 0.86
H17 -4.94 -1.62 -0.37
H18 -3.34 -2.27 -0.25



Entry 2:
ORCA calculation (wB97M-V/def2-TZVPD) on a structure of composition C6H18GaINO3P2.

Results
Gap between HOMO and LUMO, eV: 7.084
Net charge: -1
HOMO, eV: -4.2
Total energy, Eh: -3425.0667

Geometry (Å):
C1 -1.55 -2.60 1.65
C2 -1.61 -0.96 1.71
O1 -0.72 -0.27 0.76
P1 -1.11 -0.62 -0.90
O2 -2.55 -1.27 -1.11
C3 0.31 -1.79 -1.54
C4 1.76 -1.04 -1.48
Ga1 2.59 -0.92 0.43
I1 5.14 -1.69 0.48
P2 2.25 1.23 1.30
N1 3.41 2.30 0.95
O3 -1.12 0.84 -1.91
C5 -1.95 1.89 -1.26
C6 -1.00 3.21 -1.02
H1 -2.53 -2.99 2.21
H2 -1.61 -3.06 0.57
H3 -0.65 -3.08 2.24
H4 -1.24 -0.66 2.80
H5 -2.72 -0.52 1.64
H6 0.09 -2.07 -2.67
H7 0.29 -2.76 -0.86
H8 1.56 0.09 -1.81
H9 2.47 -1.53 -2.27
H10 1.83 -1.97 1.41
H11 1.01 1.74 0.74
H12 2.10 1.18 2.75
H13 2.96 3.07 0.38
H14 -2.37 1.56 -0.21
H15 -2.88 2.10 -1.97
H16 -1.52 4.20 -1.42
H17 -0.63 3.33 0.10
H18 -0.01 3.08 -1.66



Entry 3:
ORCA calculation (wB97M-V/def2-TZVPD) on a structure of composition C6H18Mn2N2O14S2.

Results
Gap between HOMO and LUMO (alpha / beta), eV: 5.897 / 5.813
Net charge: 0
Multiplicity: 11
HOMO (alpha / beta), eV: -7.9 / -7.9
Total energy, Eh: -4500.4283

Geometry (Å):
Mn1 0.94 -0.19 -1.41
Mn2 2.70 -1.95 -3.07
N1 -0.27 3.15 -1.57
O1 0.31 2.08 -1.58
O2 0.45 4.14 -1.51
O3 -1.46 3.24 -1.62
N2 3.95 0.11 -1.15
O4 2.87 0.51 -0.78
O5 4.06 -0.92 -1.80
O6 4.97 0.71 -0.79
O7 1.64 -2.14 -1.36
H1 1.70 -2.84 -0.69
O8 1.57 -0.37 -3.33
H2 0.92 -0.48 -4.06
O9 -1.12 -0.94 -1.60
S1 -2.54 -1.39 -1.79
O10 -2.77 -2.70 -2.42
O11 -3.33 -1.45 -0.30
C1 -3.29 -0.46 0.77
C2 -4.46 -0.65 1.79
C3 -3.56 -0.05 -2.53
H3 -3.35 0.55 0.38
H4 -2.32 -0.52 1.25
H5 -4.45 -1.68 2.16
H6 -5.39 -0.51 1.24
H7 -4.46 0.09 2.59
H8 -2.89 0.22 -3.35
H9 -3.83 0.83 -1.94
H10 -4.48 -0.45 -2.95
O12 0.42 0.13 0.66
S2 0.43 0.81 1.97
O13 -0.77 1.25 2.68
O14 1.41 -0.03 3.01
C4 2.75 -0.30 2.64
C5 2.72 -1.74 2.06
C6 1.44 2.37 1.79
H11 3.32 -0.36 3.57
H12 3.27 0.47 2.07
H13 1.94 -1.86 1.32
H14 2.51 -2.57 2.74
H15 3.66 -2.02 1.58
H16 0.79 2.98 1.16
H17 2.42 2.19 1.33
H18 1.53 2.73 2.82



Entry 4:
ORCA calculation (wB97M-V/def2-TZVPD) on the ion C6H18N2 with charge +2.

Results
Gap between HOMO and LUMO, eV: 12.349
Net charge: +2
Structure (SMILES): C[C@H]([NH3+])CCCC[NH3+]
HOMO, eV: -18.4
Relative energy (zero: lowest compared OMol25 entry of this formula, charge and spin), kJ/mol: 59.6
Total energy, Eh: -348.3096

Geometry (Å):
C1 2.14 -0.30 2.13
C2 1.38 -1.17 1.16
N1 2.35 -2.33 0.79
C3 0.86 -0.61 -0.11
C4 -0.28 0.42 -0.03
C5 -0.81 0.99 -1.34
C6 -2.10 1.81 -1.11
N2 -3.46 1.18 -1.49
H1 2.93 0.31 1.67
H2 2.73 -0.88 2.86
H3 1.43 0.24 2.74
H4 0.57 -1.66 1.72
H5 1.90 -3.03 0.19
H6 3.10 -1.94 0.21
H7 2.71 -2.73 1.66
H8 1.51 -0.12 -0.86
H9 0.66 -1.38 -0.87
H10 0.23 1.29 0.41
H11 -1.07 0.19 0.69
H12 -0.16 1.65 -1.89
H13 -1.00 0.12 -2.00
H14 -2.32 2.16 -0.10
H15 -1.95 2.64 -1.81
H16 -4.17 1.65 -0.93
H17 -3.40 0.19 -1.25
H18 -3.79 1.29 -2.45



Entry 5:
ORCA calculation (wB97M-V/def2-TZVPD) on a cluster of 2 separate species, C6H18N2O in total.

Results
Gap between HOMO and LUMO, eV: 9.909
Net charge: 0
Structure (SMILES): CC[C@@H](CNC)NC.O
HOMO, eV: -9.0
Relative energy (zero: lowest compared OMol25 entry of this formula, charge and spin), kJ/mol: 98.7
Total energy, Eh: -424.1123

Geometry (Å):
C1 0.35 1.07 2.63
C2 1.01 0.35 1.47
C3 0.22 0.24 0.18
C4 1.20 -0.02 -0.97
N1 0.57 -0.20 -2.27
C5 1.53 -0.13 -3.42
N2 -0.86 -0.74 0.30
C6 -2.01 -0.54 -0.58
H1 -0.33 0.48 3.25
H2 1.03 1.58 3.31
H3 -0.35 1.80 2.20
H4 1.97 0.83 1.30
H5 1.29 -0.65 1.84
H6 -0.27 1.22 0.10
H7 1.77 -0.96 -0.80
H8 1.99 0.75 -0.89
H9 -0.10 0.54 -2.36
H10 2.46 0.39 -3.20
H11 1.00 0.47 -4.17
H12 1.47 -1.11 -3.87
H13 -0.44 -1.65 0.15
H14 -2.82 0.01 -0.09
H15 -1.77 0.15 -1.39
H16 -2.35 -1.51 -0.94
O1 -2.27 -1.06 3.00
H17 -1.68 -1.14 2.23
H18 -2.59 -0.16 2.98



Entry 6:
ORCA calculation (wB97M-V/def2-TZVPD) on a cluster of 2 separate species, C6H18N2Si2 in total.

Results
Gap between HOMO and LUMO, eV: 8.251
Net charge: 0
Structure (SMILES): CC(C)N=[SiH2].CC(C)N=[SiH2]
HOMO, eV: -8.4
Relative energy (zero: lowest compared OMol25 entry of this formula, charge and spin), kJ/mol: 499.4
Total energy, Eh: -927.7357

Geometry (Å):
C1 -2.00 3.19 2.37
C2 -1.07 2.17 1.79
C3 0.20 2.98 1.46
N1 -1.78 1.40 0.85
Si1 -1.88 0.55 -0.58
H1 -2.39 3.85 1.60
H2 -2.90 2.65 2.84
H3 -1.59 3.78 3.16
H4 -0.72 1.54 2.56
H5 0.09 3.46 0.48
H6 0.88 2.19 1.25
H7 0.55 3.59 2.23
H8 -3.19 -0.09 -0.75
H9 -0.99 0.31 -1.66
C4 2.19 -3.29 -0.90
C5 0.73 -2.75 -1.07
C6 0.82 -1.66 -2.22
N2 0.08 -2.27 0.10
Si2 0.38 -2.22 1.66
H10 2.32 -3.96 -0.01
H11 2.29 -3.65 -1.99
H12 2.82 -2.37 -0.69
H13 0.21 -3.71 -1.43
H14 -0.20 -1.39 -2.63
H15 1.33 -2.03 -3.07
H16 1.24 -0.82 -1.78
H17 1.52 -2.46 2.49
H18 -0.84 -1.92 2.54



Entry 7:
ORCA calculation (wB97M-V/def2-TZVPD) on a cluster of 2 separate species, C6H18N3 in total.

Results
Gap between HOMO and LUMO (alpha / beta), eV: 11.646 / 5.623
Net charge: +2
Multiplicity: 2
HOMO (alpha / beta), eV: -18.2 / -18.2
Relative energy (zero: lowest compared OMol25 entry of this formula, charge and spin), kJ/mol: 0.0
Total energy, Eh: -402.9559

Geometry (Å):
C1 1.12 1.15 -0.82
C2 0.21 2.19 -1.36
C3 1.01 -0.13 -1.62
C4 2.55 1.70 -0.44
H1 1.01 0.77 0.24
H2 0.73 3.05 -1.80
H3 -0.28 2.70 -0.50
H4 1.08 0.11 -2.69
H5 1.82 -0.82 -1.39
H6 0.06 -0.64 -1.45
H7 3.06 1.85 -1.41
H8 2.52 2.67 0.06
H9 3.05 1.03 0.25
H10 -0.59 1.77 -1.97
C5 -2.78 -0.67 0.36
C6 -0.82 -1.64 1.44
N1 -1.67 -1.64 0.37
N2 -0.88 -0.85 2.48
N3 0.30 -2.33 1.17
H11 -2.01 -2.57 0.13
H12 -1.58 -0.14 2.64
H13 -0.12 -0.89 3.14
H14 0.24 -2.79 0.28
H15 1.07 -2.71 1.70
H16 -3.22 -0.63 -0.62
H17 -2.40 0.30 0.64
H18 -3.48 -0.84 1.18



Entry 8:
ORCA calculation (wB97M-V/def2-TZVPD) on a structure of composition C6H18N4O4SbSe5W.

Results
Gap between HOMO and LUMO (alpha / beta), eV: 4.588 / 4.001
Net charge: -1
HOMO (alpha / beta), eV: -4.2 / -4.1
Relative energy (zero: lowest compared OMol25 entry of this formula, charge and spin), kJ/mol: 417.8
Total energy, Eh: -13073.9691

Geometry (Å):
W1 -1.73 -1.34 -0.17
N1 -0.36 -0.95 1.69
C1 -0.19 0.45 2.16
C2 0.04 1.55 1.09
N2 0.57 1.10 -0.19
C3 0.01 1.92 -1.24
C4 0.44 1.57 -2.65
N3 -0.19 0.35 -3.11
C5 2.01 1.07 -0.30
C6 2.77 0.43 0.84
N4 2.45 -0.99 0.97
H1 -0.69 -1.47 2.51
H2 0.59 -1.29 1.46
H3 0.63 0.44 2.88
H4 -1.10 0.70 2.71
H5 0.68 2.34 1.51
H6 -0.93 1.99 0.89
H7 0.23 2.99 -1.07
H8 -1.08 1.81 -1.19
H9 1.53 1.43 -2.72
H10 0.21 2.45 -3.26
H11 0.16 0.03 -4.00
H12 -1.20 0.37 -3.09
H13 2.41 2.10 -0.42
H14 2.27 0.52 -1.21
H15 2.56 0.92 1.79
H16 3.84 0.62 0.63
H17 3.01 -1.44 1.67
H18 2.56 -1.48 0.09
Se1 0.00 -4.79 2.96
Sb1 -1.28 -3.79 1.17
Se2 -3.20 -2.42 2.00
Se3 0.25 -2.04 -1.37
Se4 -1.91 -5.94 0.16
O1 -2.47 0.36 0.67
Se5 -3.71 0.61 -0.54
O2 -3.87 2.20 -0.78
O3 -2.81 -2.36 -0.91
O4 -2.50 -0.01 -1.63